# 1
A molecular structure, C15H24N5O16P2Tc. Source: OMol25; level of theory: ωB97M-V with the def2-TZVPD basis set.

XYZ file:
```
63
Properties=species:S:1:pos:R:3
O 1.384 -2.052 1.307
H -0.025 -4.759 -2.608
H -2.810 -0.572 4.222
Tc 0.317 -0.467 0.183
H 2.746 -1.488 4.117
H -1.175 -1.998 -4.386
C 0.970 2.776 -0.609
H -2.970 -1.302 1.303
O -2.235 -1.140 -2.514
N 2.141 -1.279 3.337
H -1.361 4.849 -2.919
C 1.966 2.078 0.272
H 2.947 -0.983 -3.875
C -1.810 0.128 2.418
C 0.349 4.885 -1.626
C 1.939 -2.203 2.387
C 1.195 4.124 -0.814
O 2.369 -3.460 2.657
O 2.302 -1.688 -3.805
H -0.397 0.404 -3.436
H 2.190 -3.528 4.733
H -1.702 -1.744 3.493
O -2.325 -3.559 -1.769
N -1.900 2.350 -2.980
O -0.545 -2.730 -4.292
C 0.666 -3.920 -2.574
C -0.116 2.102 -1.247
O -1.700 1.238 -3.501
H 1.038 -3.796 -1.559
H 2.972 -4.899 3.901
O -0.441 0.876 -1.027
C -0.713 4.270 -2.275
H -2.945 0.295 0.592
O 1.630 -0.961 -1.502
H 2.045 4.584 -0.332
C -1.851 -0.694 3.724
H 1.501 -4.100 -3.249
C -0.053 -2.657 -2.978
O 1.544 6.786 -1.290
H -0.971 1.885 3.369
O 1.724 0.866 0.645
C -3.012 -0.243 1.532
O -2.891 3.027 -3.244
C -1.844 1.630 2.774
P -1.445 -2.195 -1.855
H -3.140 -3.369 -2.235
H 3.867 -3.385 4.110
O 0.520 0.001 -3.615
H -2.743 1.870 3.335
C 2.876 -3.814 3.929
N 0.591 6.257 -1.854
H 2.253 0.616 2.699
O -0.925 -1.979 -0.446
N 1.704 0.057 3.360
N -0.613 -0.135 1.740
O -0.161 6.859 -2.618
H -1.818 2.217 1.862
H 0.740 0.091 2.977
P 1.091 -1.238 -2.856
H -1.062 -0.359 4.393
H -3.945 -0.005 2.037
O 2.974 2.673 0.631
C -0.909 2.906 -2.145
```

Summary:
spin multiplicity = 2
highest occupied orbital energy (spin up / spin down) = -4.37 / -4.51 eV
HOMO-LUMO gap (spin up / spin down) = 6.17 / 6.33 eV
LUMO (spin up / spin down) = 1.80 / 1.82 eV
total charge = -1
energy above the lowest of the compared OMol25 structures with the same formula, charge and spin = 0.820 eV

Here are the Löwdin charges for atoms 1 to 5, given in e: atom 1 (O): -0.02, atom 2 (H): 0.09, atom 3 (H): 0.07, atom 4 (Tc): 1.51, atom 5 (H): 0.12

# 2
A molecular structure, C47H39ClCuO5P2S2. Source: OMol25; level of theory: ωB97M-V with the def2-TZVPD basis set.

XYZ file:
```
97
Properties=species:S:1:pos:R:3
S 12.913 15.338 14.562
H 16.959 14.828 6.596
H 13.510 13.600 8.859
H 7.502 13.759 11.224
C 9.660 13.630 9.551
C 13.955 21.107 9.271
H 15.546 15.849 12.378
C 15.311 13.946 10.017
H 7.098 14.830 15.386
C 16.670 14.294 9.972
C 11.113 21.316 12.574
C 14.562 13.895 8.826
P 14.467 13.372 11.489
H 10.882 22.369 12.804
H 17.606 14.771 16.008
S 14.530 14.938 17.069
C 15.933 11.089 10.882
H 11.515 23.141 10.525
C 16.735 13.140 14.880
C 15.527 13.763 12.877
H 11.342 18.436 11.805
C 16.616 15.470 14.221
C 7.958 13.910 12.200
C 11.019 9.352 12.341
H 11.510 20.866 13.485
C 9.368 15.002 9.383
H 9.582 7.793 12.704
C 15.881 15.107 13.093
O 13.174 19.287 12.342
C 13.240 14.615 16.059
C 8.859 10.828 11.294
H 8.837 12.507 6.438
H 14.586 19.229 10.220
C 11.202 10.617 11.784
C 7.160 14.269 13.296
O 12.266 13.682 16.401
C 8.884 15.453 8.157
H 7.686 9.096 11.755
H 9.623 11.654 8.642
H 14.625 21.061 8.422
H 12.145 13.896 18.516
C 9.905 13.994 13.642
C 9.336 13.769 12.382
H 15.737 11.737 13.611
C 10.123 11.413 11.330
C 12.190 22.293 10.459
C 9.743 8.789 12.324
H 11.896 8.835 12.715
H 11.600 12.314 17.786
H 9.533 15.687 10.208
C 13.107 22.228 9.400
H 16.817 11.719 10.909
O 11.889 16.125 11.253
C 14.693 11.622 11.231
C 15.146 14.246 7.612
C 12.131 21.291 11.443
H 9.577 14.593 15.662
C 13.689 9.397 10.825
H 13.361 12.708 17.946
H 6.097 14.378 13.136
C 12.872 16.979 11.381
O 12.436 11.267 11.777
H 8.661 16.505 8.047
C 16.498 14.600 7.552
C 14.955 8.902 10.469
H 18.280 14.906 8.706
Cu 12.423 14.271 11.340
H 14.521 14.240 6.719
H 16.861 16.516 14.391
H 10.983 13.907 13.771
C 9.003 13.200 7.258
C 8.674 9.527 11.802
C 13.589 10.725 11.260
C 17.239 14.625 8.736
C 16.067 9.742 10.506
H 8.329 14.907 6.114
C 9.115 14.382 14.713
C 17.046 14.486 15.120
C 12.299 18.147 12.253
H 12.134 17.766 13.277
C 15.968 12.782 13.772
H 10.164 20.824 12.328
H 8.003 11.392 10.954
H 17.277 14.286 10.872
Cl 13.150 23.499 8.276
H 15.043 7.860 10.181
H 12.805 8.754 10.858
H 17.059 12.376 15.571
C 12.356 13.111 17.777
O 14.033 16.922 10.982
P 10.417 13.160 11.090
C 13.944 20.101 10.234
C 7.725 14.532 14.552
H 17.049 9.360 10.266
C 8.704 14.559 7.073
C 13.065 20.227 11.331
C 9.457 12.718 8.492
```

Summary:
spin multiplicity = 1
highest occupied orbital energy = -3.86 eV
HOMO-LUMO gap = 6.07 eV
LUMO = 2.21 eV
total charge = -1
energy above the lowest of the compared OMol25 structures with the same formula, charge and spin = 0.000 eV

Here are the Löwdin charges for atoms 1 to 5, given in e: atom 1 (S): 0.62, atom 2 (H): 0.09, atom 3 (H): 0.10, atom 4 (H): 0.10, atom 5 (C): -0.36